Run a
This record from OMol25 describes 14 unconnected molecules or ions with the total composition H27O14. The level of theory is ωB97M-V with the def2-TZVPD basis set.

Computed properties:
charge: -1
highest occupied orbital energy: -6.80 eV
2S+1: 1

Each line ends with the Mulliken charge.
Cartesian coordinates (Å):
O -0.692 3.995 2.819  -0.636
H -0.860 3.048 2.776  0.339
O 0.204 -1.877 -3.609  -0.590
H -1.089 -3.641 -3.398  0.319
H 2.532 0.635 0.681  0.301
O -5.049 0.627 0.500  -0.636
H 1.846 1.996 0.294  0.291
H 0.727 -0.385 1.137  0.221
O 0.469 -1.341 1.033  -0.623
H -2.915 1.057 -0.677  0.194
H -0.475 -1.107 1.115  0.404
O -2.194 1.445 -1.162  -0.588
H 0.395 1.072 -0.867  0.158
H 1.704 -4.063 -1.615  0.354
O 2.154 -3.890 -2.501  -0.691
H -2.245 -2.650 -2.943  0.312
H -2.264 2.660 -3.185  0.286
O -0.010 1.026 -0.010  -1.016
H 1.230 -1.894 2.632  0.204
H 1.460 -4.013 -3.140  0.300
O 2.710 1.545 0.460  -0.623
H -4.755 1.456 0.087  0.346
H -1.279 0.843 2.423  0.241
O 1.325 -1.650 3.570  -0.623
H 1.828 -0.839 3.474  0.328
H -4.212 0.224 0.716  0.304
O 2.632 -3.388 1.267  -0.559
H 3.452 -3.505 0.780  0.310
H 2.694 -2.575 1.758  0.327
O -1.308 2.931 -3.134  -0.693
H -1.451 0.964 -0.596  0.363
H -1.177 1.014 0.909  0.336
O -1.973 -3.594 -3.045  -0.644
H 3.386 2.522 2.824  0.309
H -1.100 2.670 -2.146  0.416
O -1.930 0.862 1.699  -0.678
H 1.136 -1.913 -3.364  0.336
H -0.454 4.246 1.934  0.295
O 2.969 3.381 2.814  -0.619
H 0.245 -1.259 -4.363  0.294
H 2.338 3.365 2.053  0.331

---

Run b
This record from OMol25 describes 14 unconnected molecules or ions with the total composition H27O14. The level of theory is ωB97M-V with the def2-TZVPD basis set.

Computed properties:
charge: -1
highest occupied orbital energy: -7.06 eV
2S+1: 1

Each line ends with the Mulliken charge.
Cartesian coordinates (Å):
O 2.953 -2.388 3.475  -0.673
H 2.707 -2.418 2.554  0.365
O -3.593 0.464 -2.214  -0.573
H -2.293 -0.002 -3.840  0.327
H -0.375 1.449 1.456  0.338
O 1.378 -4.566 -1.540  -0.615
H -0.491 0.731 2.881  0.320
H 0.307 0.972 -0.082  0.580
O 0.971 1.418 -0.766  -0.893
H -0.344 -3.265 0.666  0.341
H 1.500 0.594 -0.852  0.225
O -0.560 -2.708 -0.129  -0.714
H -0.841 -0.090 0.621  0.287
H -2.058 3.179 -2.098  0.308
O -2.565 3.463 -2.861  -0.642
H -2.159 -1.318 -4.722  0.305
H -2.251 -3.281 1.260  0.328
O 0.069 -0.293 0.831  -1.170
H 2.299 2.190 -0.183  0.498
H -2.478 2.798 -3.569  0.335
O -0.628 1.564 2.448  -0.757
H 0.852 -4.867 -0.814  0.278
H 1.963 -1.102 0.625  0.321
O 3.238 2.513 0.065  -0.670
H 3.125 3.360 0.569  0.290
H 1.832 -3.727 -1.358  0.336
O 0.878 4.268 -1.295  -0.586
H 0.505 5.130 -1.191  0.280
H 0.877 3.697 -0.526  0.280
O -3.178 -3.022 1.242  -0.610
H -0.599 -1.843 0.392  0.306
H 1.150 -2.045 0.149  0.469
O -2.163 -0.370 -4.735  -0.625
H 1.619 2.455 4.509  0.306
H -3.032 -2.130 0.946  0.313
O 2.097 -2.054 0.405  -0.770
H -3.207 1.208 -1.759  0.299
H 2.351 -1.737 3.861  0.311
O 1.435 1.511 4.821  -0.644
H -4.430 0.480 -1.762  0.268
H 0.646 1.425 4.260  0.326

---

What is the stability order? It is run a, run b, from most stable to least stable.

---

Run a
This record from OMol25 describes a single C6H4O2 molecule. The level of theory is ωB97M-V with the def2-TZVPD basis set.

Computed properties:
charge: 0
highest occupied orbital energy: -9.98 eV
2S+1: 1
SMILES: C#CC(=O)C(=C)C=O

Each line ends with the Mulliken charge.
Cartesian coordinates (Å):
C 1.528 2.269 0.708  -0.338
C 0.609 1.560 0.128  -0.204
C -0.508 0.742 -0.179  0.644
O -1.533 1.336 -0.329  -0.491
C -0.596 -0.781 -0.227  0.453
C -1.858 -1.316 -0.018  -0.682
C 0.705 -1.744 -0.105  0.064
O 1.855 -1.489 0.004  -0.411
H 2.618 2.697 0.866  0.316
H -1.938 -2.412 -0.182  0.251
H -2.773 -0.592 0.166  0.256
H 0.228 -2.838 -0.084  0.141

---

Run b
This record from OMol25 describes a single C6H4O2 molecule. The level of theory is ωB97M-V with the def2-TZVPD basis set.

Computed properties:
charge: 0
highest occupied orbital energy: -9.72 eV
2S+1: 1
SMILES: O=C1C=CC=CC1=O

Each line ends with the Mulliken charge.
Cartesian coordinates (Å):
O 1.888 0.924 0.726  -0.458
C 0.952 0.402 0.195  0.363
C 1.270 -0.775 -0.743  -0.422
C 0.158 -1.353 -1.369  -0.264
C -1.248 -0.868 -1.132  -0.187
C -1.593 0.084 -0.177  -0.571
C -0.507 0.604 0.633  0.593
O -0.883 1.067 1.734  -0.519
H 2.315 -0.944 -0.836  0.452
H 0.096 -2.476 -1.978  0.197
H -2.153 -1.343 -1.530  0.305
H -2.494 0.277 0.220  0.511

---

What is the stability order? It is run b, run a, from most stable to least stable.

---

Run a
This record from OMol25 describes 2 unconnected molecules or ions with the total composition C28H28NO. The level of theory is ωB97M-V with the def2-TZVPD basis set.

Computed properties:
charge: +1
highest occupied orbital energy: -9.90 eV
2S+1: 1

Each line ends with the Mulliken charge.
Cartesian coordinates (Å):
C 2.879 -1.908 4.335  -1.022
C 2.641 -0.432 4.093  0.652
N 1.308 -0.057 3.984  -0.326
C 0.951 1.199 3.484  0.332
C -0.398 1.333 2.869  0.689
C -1.216 2.396 3.185  -0.727
C -2.489 2.696 2.468  -0.825
C -2.462 2.095 1.030  -0.996
C -1.910 0.697 0.993  0.632
C -2.356 -0.232 0.048  -0.790
C -1.852 -1.546 0.030  -0.500
C -0.856 -1.917 0.939  -0.981
C -0.352 -0.965 1.826  -0.539
C -0.875 0.336 1.899  0.761
C 1.765 2.247 3.712  -1.411
O 3.575 0.339 3.969  -0.606
H 1.973 -2.490 4.560  0.324
H 3.375 -2.312 3.439  0.113
H 3.590 -1.967 5.168  0.398
H 0.589 -0.705 4.266  0.514
H -0.961 3.024 4.043  0.450
H -3.380 2.312 2.990  0.280
H -2.630 3.786 2.406  0.359
H -3.467 2.111 0.590  0.376
H -1.838 2.768 0.409  0.308
H -3.127 0.066 -0.662  0.401
H -2.242 -2.275 -0.677  0.383
H -0.456 -2.928 0.985  0.442
H 0.460 -1.258 2.472  0.636
H 1.362 3.260 3.587  0.370
H 2.765 2.096 4.164  0.330
C 7.556 6.702 -1.283  -1.312
C 6.939 5.332 -1.167  0.950
C 5.763 5.038 -1.883  -0.726
C 5.096 3.849 -1.693  -0.624
C 5.540 2.881 -0.735  0.853
C 4.711 1.761 -0.543  -0.505
C 5.076 0.537 0.056  0.743
C 4.553 -0.676 -0.497  -0.460
C 4.826 -1.908 0.076  -0.641
C 5.692 -2.003 1.190  -0.416
C 6.287 -0.833 1.682  -0.794
C 5.990 0.419 1.141  -0.153
C 6.859 3.094 -0.208  -0.211
C 7.494 4.322 -0.373  -0.906
H 8.354 6.818 -0.532  0.364
H 7.969 6.834 -2.299  0.330
H 6.775 7.469 -1.128  0.361
H 5.382 5.798 -2.573  0.392
H 4.248 3.599 -2.339  0.346
H 3.797 1.739 -1.154  0.386
H 3.981 -0.620 -1.433  0.367
H 4.355 -2.821 -0.309  0.407
H 5.870 -2.966 1.671  0.452
H 6.976 -0.893 2.538  0.346
H 6.470 1.314 1.539  0.581
H 7.436 2.280 0.232  0.518
H 8.451 4.529 0.129  0.329

---

Run b
This record from OMol25 describes 2 unconnected molecules or ions with the total composition C28H28NO. The level of theory is ωB97M-V with the def2-TZVPD basis set.

Computed properties:
charge: +1
highest occupied orbital energy: -10.72 eV
2S+1: 1

Each line ends with the Mulliken charge.
Cartesian coordinates (Å):
C 2.690 -2.358 2.690  -1.266
C 1.513 -2.206 1.753  0.644
N 1.869 -1.780 0.482  -0.037
C 1.009 -1.352 -0.528  0.913
C 1.720 -1.082 -1.828  0.520
C 1.365 -1.789 -2.936  -0.578
C 2.135 -1.740 -4.204  -0.930
C 2.800 -0.366 -4.413  -1.116
C 3.335 0.254 -3.160  0.638
C 4.308 1.245 -3.260  -0.724
C 4.850 1.842 -2.122  -0.574
C 4.370 1.467 -0.855  -0.928
C 3.332 0.542 -0.749  -0.734
C 2.810 -0.104 -1.891  0.853
C -0.348 -1.229 -0.394  -1.966
O 0.356 -2.428 2.092  -0.561
H 3.602 -2.664 2.157  0.408
H 2.868 -1.399 3.205  0.214
H 2.418 -3.125 3.424  0.381
H 2.861 -1.869 0.268  0.420
H 0.550 -2.503 -2.847  0.464
H 2.933 -2.503 -4.208  0.307
H 1.474 -1.974 -5.046  0.357
H 3.598 -0.448 -5.161  0.455
H 2.049 0.313 -4.846  0.353
H 4.644 1.537 -4.256  0.416
H 5.630 2.597 -2.217  0.384
H 4.782 1.904 0.054  0.423
H 2.916 0.314 0.237  0.298
H -0.898 -1.010 -1.320  0.415
H -0.853 -1.642 0.467  0.820
C -7.288 1.116 0.117  -1.411
C -5.799 1.007 0.226  1.070
C -4.960 1.255 -0.872  -0.753
C -3.585 1.147 -0.758  -0.542
C -2.959 0.778 0.470  0.695
C -1.523 0.623 0.521  -1.373
C -0.813 0.701 1.786  1.315
C 0.277 1.587 1.977  -0.243
C 0.964 1.607 3.185  -0.693
C 0.587 0.760 4.238  -0.589
C -0.475 -0.129 4.052  -0.866
C -1.154 -0.171 2.842  -0.328
C -3.828 0.649 1.598  -0.321
C -5.206 0.690 1.451  -1.070
H -7.769 0.492 0.876  0.386
H -7.656 2.142 0.251  0.289
H -7.634 0.771 -0.861  0.393
H -5.408 1.548 -1.825  0.394
H -2.942 1.364 -1.614  0.389
H -0.986 0.954 -0.371  0.709
H 0.558 2.262 1.162  0.443
H 1.793 2.303 3.329  0.428
H 1.108 0.789 5.198  0.441
H -0.788 -0.798 4.855  0.370
H -1.933 -0.916 2.671  0.565
H -3.409 0.520 2.595  0.671
H -5.855 0.508 2.310  0.362

---

What is the stability order? It is run b, run a, from most stable to least stable.